Entry 1:
Here is a molecular structure, C39H35Cl2N4P2STl in a non-equilibrium geometry from the OMol25 dataset. Energies are from ωB97M-V/def2-TZVPD.

XYZ file:
```
84
Properties=species:S:1:pos:R:3
Tl -0.82 1.28 -0.05
S -0.26 -1.70 -1.14
C 1.36 -1.76 -1.33
N 1.97 -3.02 -1.30
N 3.04 -3.14 -1.87
C 3.87 -4.25 -1.77
C 4.97 -4.30 -2.63
C 5.84 -5.36 -2.54
C 5.61 -6.36 -1.59
C 4.51 -6.30 -0.74
C 3.62 -5.26 -0.83
N 2.24 -0.71 -1.65
N 1.97 0.42 -1.28
C 2.79 1.47 -1.70
C 3.92 1.33 -2.53
C 4.68 2.42 -2.84
C 4.34 3.68 -2.33
C 3.22 3.84 -1.54
C 2.44 2.74 -1.23
H 3.37 -2.35 -2.44
H 5.13 -3.52 -3.37
H 6.69 -5.42 -3.20
H 6.30 -7.20 -1.52
H 4.35 -7.08 0.00
H 2.76 -5.19 -0.18
H 4.17 0.35 -2.92
H 5.54 2.32 -3.49
H 4.96 4.54 -2.56
H 2.95 4.82 -1.15
H 1.54 2.85 -0.63
Cl -2.26 2.41 -2.69
C -2.47 4.09 -2.13
Cl -1.55 4.40 -0.64
H -3.51 4.25 -1.93
H -2.10 4.75 -2.90
C -0.53 0.91 4.95
P -0.81 0.84 3.14
C -0.82 -0.97 2.82
C -1.84 -1.44 1.99
C -1.95 -2.80 1.67
C -1.03 -3.70 2.19
C -0.02 -3.25 3.03
C 0.07 -1.90 3.36
C 0.86 1.44 2.59
C 2.04 0.71 2.52
C 3.24 1.34 2.17
C 3.27 2.70 1.91
C 2.09 3.44 1.96
C 0.89 2.81 2.28
P -2.11 0.54 5.87
C -3.26 1.56 4.88
C -4.22 0.93 4.11
C -4.99 1.66 3.20
C -4.80 3.02 3.07
C -3.86 3.67 3.86
C -3.10 2.95 4.77
C -1.88 1.53 7.39
C -0.62 1.63 7.98
C -0.45 2.39 9.13
C -1.54 3.02 9.72
C -2.80 2.89 9.15
C -2.97 2.14 8.00
H -0.18 1.92 5.19
H 0.24 0.20 5.24
H -2.61 -0.75 1.65
H -2.75 -3.15 1.03
H -1.10 -4.75 1.94
H 0.68 -3.95 3.46
H 0.84 -1.59 4.06
H 2.05 -0.35 2.73
H 4.16 0.76 2.14
H 4.21 3.19 1.67
H 2.10 4.50 1.74
H -0.03 3.39 2.34
H -4.37 -0.14 4.21
H -5.74 1.15 2.60
H -5.39 3.59 2.35
H -3.71 4.75 3.77
H -2.37 3.46 5.40
H 0.23 1.12 7.55
H 0.53 2.48 9.58
H -1.41 3.59 10.63
H -3.65 3.36 9.62
H -3.96 2.04 7.56
```

As for the HOMO energy: -0.425 hartree. The calculation puts the total energy at -3899.327482 hartree. For the largest force on an atom, the calculation gives 0.039 Eh/bohr. Its charge is +2. Its spin multiplicity is 1.

Mulliken population analysis, charges in e, atoms 1 to 5: number 1, Tl, carries 0.9527; number 2, S, carries -0.0886; number 3, C, carries 0.2161; number 4, N, carries -0.5963; number 5, N, carries 0.6280


Entry 2:
Here is a molecular structure, F6H4N3NaO14S6 in a non-equilibrium geometry from the OMol25 dataset. Energies are from ωB97M-V/def2-TZVPD.

XYZ file:
```
34
Properties=species:S:1:pos:R:3
Na -0.53 0.31 -0.38
N -1.90 -2.55 0.76
S -3.35 -2.29 1.21
O -3.77 -0.92 1.18
O -3.99 -3.15 2.18
F -3.97 -2.90 -0.16
S -1.10 -2.01 2.17
O -1.48 -2.50 3.46
O -0.65 -0.65 2.09
F 0.25 -2.77 1.79
N 0.90 -0.99 -1.95
S 1.14 -0.28 -3.46
O 1.54 -1.15 -4.53
O 1.45 1.13 -3.54
F -0.44 -0.21 -3.77
S 2.41 -1.21 -1.63
O 3.12 -0.11 -1.04
O 3.18 -2.10 -2.46
F 2.13 -2.09 -0.32
N 2.13 2.88 1.95
S 2.04 2.97 0.27
O 1.03 2.09 -0.31
O 3.25 3.12 -0.47
F 1.37 4.42 0.19
S 2.94 1.59 2.05
O 4.31 1.59 1.62
O 2.20 0.33 1.95
F 3.10 1.71 3.68
O -2.93 0.05 -1.52
H -3.27 -0.60 -2.15
H -3.62 0.71 -1.46
O -2.17 1.66 0.82
H -2.37 2.31 1.49
H -2.96 1.62 0.27
```

As for the HOMO energy: -0.163 hartree. The calculation puts the total energy at -4370.782601 hartree. For the largest force on an atom, the calculation gives 0.139 Eh/bohr. Its charge is -2. Its spin multiplicity is 1.

Mulliken population analysis, charges in e, atoms 1 to 5: number 1, Na, carries 0.8094; number 2, N, carries -0.2456; number 3, S, carries 1.0713; number 4, O, carries -0.5308; number 5, O, carries -0.6206


Entry 3:
Here is a molecular structure, C26H58CdN3O14 in a non-equilibrium geometry from the OMol25 dataset. Energies are from ωB97M-V/def2-TZVPD.

XYZ file:
```
102
Properties=species:S:1:pos:R:3
Cd 3.15 0.50 -2.88
C 2.02 -3.53 -3.65
C 2.04 -4.65 -2.86
C 2.54 -4.52 -1.42
O 2.52 -5.49 -0.62
C 3.00 -3.31 -0.91
C 3.02 -2.14 -1.70
C 2.51 -2.30 -3.18
O 2.58 -1.27 -3.92
O 3.48 -1.02 -1.33
O 1.80 -5.78 -3.33
H 1.73 -3.58 -4.69
H 3.39 -3.22 0.09
C 0.84 -0.11 0.04
C 0.50 1.00 -0.94
O 1.24 1.15 -2.11
H 0.86 -1.10 -0.43
H 0.11 -0.12 0.86
H 1.82 0.09 0.49
H 0.46 1.91 -0.33
H -0.54 0.81 -1.27
O 2.78 1.60 -4.65
H 2.06 2.24 -4.83
H 3.07 1.29 -5.51
O -1.45 0.05 -3.63
H -0.80 0.33 -2.97
H -1.83 0.87 -3.96
O 0.30 3.19 -4.22
H 0.35 2.54 -3.48
H -0.60 3.12 -4.55
C 4.93 9.25 1.91
O 4.14 8.15 1.44
C 3.51 7.39 2.46
C 3.16 6.04 1.84
N 2.24 5.32 2.71
C 1.80 4.06 2.10
C 2.78 2.93 1.97
O 3.11 2.45 3.26
C 3.93 1.29 3.17
H 5.61 9.43 1.08
H 5.48 9.13 2.85
H 4.25 10.10 1.99
H 2.58 7.90 2.75
H 4.16 7.30 3.34
H 4.08 5.44 1.69
H 2.72 6.19 0.86
H 2.65 5.10 3.61
H 1.34 4.30 1.13
H 1.00 3.63 2.71
H 3.67 3.21 1.39
H 2.37 2.17 1.29
H 4.01 0.97 4.21
H 4.92 1.56 2.78
H 3.63 0.45 2.54
C -10.15 -2.38 -0.71
O -8.73 -2.49 -0.73
C -8.10 -1.46 -1.51
C -6.61 -1.80 -1.61
N -5.89 -0.61 -2.07
C -4.43 -0.86 -2.08
C -3.83 -0.59 -0.69
O -4.31 0.62 -0.15
C -3.68 1.01 1.04
H -10.49 -3.18 -0.05
H -10.45 -2.54 -1.74
H -10.45 -1.40 -0.31
H -8.28 -0.56 -0.92
H -8.58 -1.41 -2.49
H -6.57 -2.61 -2.35
H -6.27 -2.12 -0.63
H -6.01 0.12 -1.38
H -4.04 -0.06 -2.72
H -4.14 -1.86 -2.38
H -2.74 -0.59 -0.77
H -4.13 -1.41 -0.03
H -2.61 1.17 0.89
H -3.65 0.22 1.80
H -4.19 1.88 1.46
C 4.27 -3.52 3.90
O 4.01 -2.75 2.76
C 2.68 -2.25 2.65
C 1.64 -3.27 2.23
N 0.29 -2.66 2.26
C -0.76 -3.62 1.93
C -0.83 -4.03 0.47
O -1.32 -2.96 -0.30
C -1.30 -3.27 -1.69
H 5.27 -3.95 3.81
H 3.54 -4.33 3.97
H 4.16 -2.92 4.82
H 2.74 -1.45 1.90
H 2.52 -1.69 3.58
H 1.73 -4.14 2.89
H 1.84 -3.63 1.22
H 0.32 -2.10 1.41
H -1.70 -3.10 2.16
H -0.73 -4.48 2.60
H -1.42 -4.95 0.44
H 0.15 -4.29 0.05
H -1.97 -2.60 -2.22
H -1.56 -4.32 -1.84
H -0.29 -3.15 -2.09
```

As for the HOMO energy: -0.167 hartree. The calculation puts the total energy at -2410.701724 hartree. For the largest force on an atom, the calculation gives 0.073 Eh/bohr. Its charge is -1. Its spin multiplicity is 1.

Mulliken population analysis, charges in e, atoms 1 to 5: number 1, Cd, carries 1.3167; number 2, C, carries -0.8388; number 3, C, carries 0.3282; number 4, C, carries 0.3636; number 5, O, carries -0.7649


Entry 4:
Here is 2 unconnected molecules or ions with the total composition C2H6N2O in a non-equilibrium geometry from the OMol25 dataset. Energies are from ωB97M-V/def2-TZVPD.

XYZ file:
```
11
Properties=species:S:1:pos:R:3
O 1.80 0.37 2.59
C 0.78 0.82 2.17
H 0.26 0.20 1.39
H 0.32 1.75 2.51
N -1.15 0.37 -1.13
C -0.35 -0.74 -1.09
N 0.89 -0.86 -1.35
H -2.12 0.19 -1.23
H -0.65 1.23 -0.99
H -0.94 -1.66 -0.97
H 1.14 -1.67 -1.90
```

As for the HOMO energy: -0.333 hartree. The calculation puts the total energy at -264.484841 hartree. For the largest force on an atom, the calculation gives 0.055 Eh/bohr. Its spin multiplicity is 1.

Mulliken population analysis, charges in e, atoms 1 to 5: number 1, O, carries -0.3861; number 2, C, carries 0.0692; number 3, H, carries 0.0673; number 4, H, carries 0.2408; number 5, N, carries -0.3889


Entry 5:
Here is C4H4N4O in the gas phase in a non-equilibrium geometry from the OMol25 dataset. Energies are from ωB97M-V/def2-TZVPD.

XYZ file:
```
13
Properties=species:S:1:pos:R:3
C 2.35 -0.04 1.16
C 1.15 -0.61 1.43
C 1.20 0.38 -0.57
C -0.98 -0.65 0.10
N 2.38 0.49 -0.10
N -1.76 -0.13 -0.77
N 0.36 -0.33 0.32
N -1.65 0.44 -1.90
O -2.79 1.22 -2.04
H 3.12 0.03 1.97
H 0.91 -1.03 2.46
H -1.49 -1.23 0.83
H -2.82 1.47 -2.89
```

As for the HOMO energy (spin up / spin down): -0.284 / -0.273 hartree. The calculation puts the total energy at -448.808350 hartree. For the largest force on an atom, the calculation gives 0.133 Eh/bohr. Its spin multiplicity is 1.

Mulliken population analysis, charges in e, atoms 1 to 5: number 1, C, carries -0.1937; number 2, C, carries -0.2580; number 3, C, carries -0.3428; number 4, C, carries 0.1408; number 5, N, carries -0.4186


Entry 6:
Here is 5 unconnected molecules or ions with the total composition C35H58Br2FN4O15S2 in a non-equilibrium geometry from the OMol25 dataset. Energies are from ωB97M-V/def2-TZVPD.

XYZ file:
```
117
Properties=species:S:1:pos:R:3
C -3.93 1.00 2.62
C -3.40 1.78 1.36
C -3.16 0.84 0.08
F -2.03 1.40 -0.57
C -2.93 -0.62 0.51
C -1.71 -0.96 1.28
C -0.62 0.08 1.65
C 0.70 -0.25 0.79
C 0.95 0.81 -0.36
C 2.29 0.36 -1.11
C 3.57 1.11 -0.60
C 4.80 0.51 -1.39
C 4.99 -1.04 -1.16
S 4.80 -1.96 -2.78
C 4.70 -3.72 -2.45
N 5.03 -4.64 -3.37
N 4.83 -5.90 -2.91
C 4.39 -5.72 -1.65
O 4.26 -4.40 -1.33
C -1.59 -2.36 1.69
C -0.33 -2.75 2.56
C 0.83 -3.40 1.70
O 1.37 -4.52 2.45
C 2.58 -4.87 1.81
C 3.89 -4.06 1.96
O 2.54 -5.84 1.11
N -2.38 -3.39 1.44
N -3.42 -3.02 0.71
S -4.42 -4.42 0.34
C -3.76 -1.79 0.27
C -5.07 -1.56 -0.55
Br -6.73 -1.89 0.48
C -5.08 -2.22 -1.99
C -6.10 -1.39 -2.88
Br -3.30 -1.92 -2.84
H -3.05 0.51 3.12
H -4.27 1.78 3.36
H -4.75 0.27 2.42
H -4.19 2.53 1.10
H -2.50 2.38 1.62
H -4.01 1.04 -0.60
H -0.42 0.02 2.75
H -0.92 1.13 1.46
H 1.56 -0.37 1.49
H 0.46 -1.21 0.25
H 0.99 1.86 0.01
H 0.14 0.63 -1.11
H 2.12 0.63 -2.19
H 2.34 -0.75 -1.03
H 3.70 1.06 0.51
H 3.47 2.18 -0.95
H 4.62 0.64 -2.49
H 5.76 1.01 -1.13
H 5.98 -1.31 -0.72
H 4.21 -1.48 -0.48
H 4.12 -6.50 -0.92
H 0.01 -1.93 3.22
H -0.66 -3.58 3.25
H 0.44 -3.73 0.70
H 1.65 -2.65 1.57
H 3.89 -3.51 2.93
H 3.90 -3.30 1.13
H 4.81 -4.68 1.89
H -5.38 -4.46 1.33
H -5.14 -0.46 -0.78
H -5.34 -3.29 -1.99
H -5.75 -0.34 -3.05
H -6.20 -1.95 -3.84
H -7.10 -1.38 -2.39
C -2.98 6.24 1.05
O -4.08 5.78 1.83
C -5.06 6.68 1.98
O -5.07 7.80 1.53
O -6.03 6.13 2.73
C -7.14 6.98 2.97
H -2.25 5.43 0.99
H -3.30 6.49 0.04
H -2.50 7.10 1.53
H -7.63 7.26 2.04
H -6.83 7.87 3.53
H -7.86 6.43 3.58
C -1.09 -6.50 2.34
O -1.42 -7.77 2.92
C -2.27 -7.69 3.94
O -2.75 -6.68 4.39
O -2.50 -8.93 4.38
C -3.40 -9.00 5.49
H -0.39 -6.68 1.52
H -1.98 -6.02 1.94
H -0.60 -5.87 3.08
H -4.38 -8.61 5.21
H -3.00 -8.46 6.35
H -3.51 -10.05 5.76
C 2.28 6.01 -2.74
O 3.02 6.86 -1.86
C 3.22 6.35 -0.65
O 2.84 5.27 -0.26
O 3.91 7.24 0.07
C 4.20 6.83 1.40
H 2.18 6.52 -3.69
H 2.82 5.07 -2.91
H 1.28 5.82 -2.34
H 4.81 5.93 1.40
H 3.28 6.67 1.97
H 4.76 7.63 1.88
C 4.74 5.21 -6.55
O 4.35 4.18 -5.64
C 4.87 2.98 -5.90
O 5.60 2.71 -6.82
O 4.43 2.13 -4.97
C 4.90 0.79 -5.11
H 4.25 6.13 -6.23
H 5.81 5.36 -6.54
H 4.39 4.97 -7.56
H 5.99 0.75 -5.03
H 4.56 0.36 -6.05
H 4.47 0.21 -4.29
```

As for the HOMO energy: -0.388 hartree. The calculation puts the total energy at -8759.956505 hartree. For the largest force on an atom, the calculation gives 0.074 Eh/bohr. Its charge is +1. Its spin multiplicity is 1.

Mulliken population analysis, charges in e, atoms 1 to 5: number 1, C, carries -0.9969; number 2, C, carries -0.4973; number 3, C, carries -0.2729; number 4, F, carries -0.2951; number 5, C, carries 1.0009


Entry 7:
Here is C7H5NOS in the gas phase in a non-equilibrium geometry from the OMol25 dataset. Energies are from ωB97M-V/def2-TZVPD.

XYZ file:
```
15
Properties=species:S:1:pos:R:3
C -0.75 -1.61 0.04
C -1.99 0.54 -0.08
C -0.88 1.27 -0.06
C 0.40 0.52 0.11
C 1.69 1.00 0.09
C 2.69 -0.01 -0.10
C 0.44 -0.84 0.06
H -2.82 -1.32 -0.22
H -3.04 0.84 -0.16
H -0.70 2.41 0.03
H 1.89 2.03 0.47
H 3.67 0.32 -0.26
N -1.97 -0.86 0.05
O -0.72 -2.86 0.05
S 2.08 -1.45 -0.02
```

As for the HOMO energy: -0.318 hartree. The calculation puts the total energy at -797.898938 hartree. For the largest force on an atom, the calculation gives 0.132 Eh/bohr. Its spin multiplicity is 1.

Mulliken population analysis, charges in e, atoms 1 to 5: number 1, C, carries 0.2189; number 2, C, carries -0.2206; number 3, C, carries -0.6768; number 4, C, carries 0.3236; number 5, C, carries -0.6150


Entry 8:
Here is 2 unconnected molecules or ions with the total composition C7H13N3O3 in a non-equilibrium geometry from the OMol25 dataset. Energies are from ωB97M-V/def2-TZVPD.

XYZ file:
```
26
Properties=species:S:1:pos:R:3
C 0.23 0.54 -0.84
C 0.12 1.37 0.47
C -0.52 -0.78 0.87
C 0.68 1.17 -1.99
C -1.21 -1.76 1.43
C 1.25 0.66 -3.34
C -0.68 -1.81 4.13
N -0.07 -0.75 -0.47
N 1.21 1.87 -4.30
N 0.12 -0.66 4.41
O 0.46 2.48 0.68
O -0.33 0.44 1.38
O -1.29 -3.06 1.24
H 1.00 2.15 -1.73
H 0.66 -0.15 -3.78
H 2.37 0.40 -3.20
H -0.11 -2.65 3.79
H -1.53 -2.02 4.68
H -0.36 -1.41 -1.12
H 0.32 1.94 -4.66
H 1.91 1.66 -4.91
H 1.41 2.72 -3.75
H -0.40 0.14 4.63
H 0.76 -0.45 3.70
H 0.66 -0.93 5.26
H -2.11 -3.49 1.42
```

As for the HOMO energy (spin up / spin down): -0.532 / -0.535 hartree. The calculation puts the total energy at -663.729651 hartree. For the largest force on an atom, the calculation gives 0.089 Eh/bohr. Its charge is +2. Its spin multiplicity is 1.

Mulliken population analysis, charges in e, atoms 1 to 5: number 1, C, carries -0.1214; number 2, C, carries 0.4737; number 3, C, carries 0.6767; number 4, C, carries -0.3355; number 5, C, carries -0.3183


Entry 9:
Here is a molecular structure, C16H22BBrF4HgI2O2S4 from the OMol25 dataset. Energies are from ωB97M-V/def2-TZVPD.

XYZ file:
```
53
Properties=species:S:1:pos:R:3
Hg -0.78 0.47 1.09
C 1.43 -2.84 0.65
C 2.17 -2.05 1.72
S 0.95 -1.33 2.86
C 1.99 -0.52 4.11
C 3.06 0.45 3.64
S 2.44 1.78 2.55
C 3.62 1.64 1.17
C 3.02 2.19 -0.11
S 1.57 1.30 -0.80
C 2.49 -0.15 -1.43
C 1.63 -1.37 -1.74
S 0.41 -1.85 -0.47
H 0.72 -3.53 1.12
H 2.14 -3.41 0.05
H 2.75 -1.24 1.28
H 2.82 -2.71 2.30
H 2.47 -1.31 4.70
H 1.26 0.00 4.73
H 3.86 -0.06 3.10
H 3.50 0.94 4.51
H 3.88 0.59 1.06
H 4.51 2.21 1.43
H 3.79 2.21 -0.89
H 2.66 3.21 0.04
H 3.25 -0.41 -0.69
H 2.99 0.18 -2.34
H 2.26 -2.24 -1.91
H 1.02 -1.17 -2.62
I -0.46 4.19 -0.14
C -0.75 4.85 1.79
I -1.60 1.67 3.26
H -1.78 4.95 2.10
H 0.00 4.59 2.51
F -2.20 -1.64 1.32
B -2.51 -3.05 1.39
F -3.38 -3.26 2.46
F -1.30 -3.73 1.61
F -3.07 -3.45 0.19
Br -4.86 1.45 -0.73
C -4.31 0.70 -2.38
C -5.34 0.42 -3.28
C -5.05 -0.10 -4.53
C -3.73 -0.32 -4.90
C -2.71 -0.04 -4.00
C -2.98 0.46 -2.72
C -1.78 0.63 -1.81
O -0.67 0.40 -2.31
O -2.01 0.97 -0.61
H -6.36 0.60 -2.99
H -5.85 -0.34 -5.21
H -3.50 -0.72 -5.88
H -1.68 -0.20 -4.27
```

As for the HOMO energy (spin up / spin down): -0.205 / -0.219 hartree. The calculation puts the total energy at -6113.570884 hartree. For the largest force on an atom, the calculation gives 0.014 Eh/bohr. Its charge is -1. Its spin multiplicity is 2. The expectation value of S² is 0.756.

Mulliken population analysis, charges in e, atoms 1 to 5: number 1, Hg, carries 1.7424; number 2, C, carries -1.0607; number 3, C, carries 0.5667; number 4, S, carries 0.0134; number 5, C, carries -0.7800


> Which of these has the lowest total energy?

C35H58Br2FN4O15S2